one) Formula: C2H4O4
Source: OMol25
Level of theory: ωB97M-V/def2-TZVPD

Positions of all 10 atoms, in Å:
C 1.0876 -0.0452 -0.3586
H 2.0639 0.3553 -0.7202
C 0.7950 -1.2207 -1.1749
O 1.5706 -1.5464 -2.0380
H -1.0885 1.3141 1.1525
O -1.5314 2.0405 1.5417
H -1.8985 1.7723 2.4104
O -0.3503 -1.8625 -0.8403
O 0.3235 0.3600 0.4980
H -0.9719 -1.1674 -0.4706

The HOMO energy is -11.1514 eV. As for the molecular weight: 92.050 g/mol. The HOMO-LUMO gap is 9.8 eV.

two) Formula: C2H4O4
Source: OMol25
Level of theory: ωB97M-V/def2-TZVPD

Positions of all 10 atoms, in Å:
H 1.1375 -0.3795 -1.0760
H 2.5520 0.7176 -0.6006
O 0.7632 0.8533 1.6806
H 0.9770 1.3003 -1.3267
H -2.7380 -0.9184 1.2755
C 0.8061 0.7280 0.5375
O -1.3867 0.0373 -0.5198
O -2.0998 -1.6119 0.9938
C 1.5128 0.5242 -0.7139
O -1.5240 -1.2510 -0.2504

The HOMO energy (alpha / beta) is -8.6102 / -7.0213 eV. As for the molecular weight: 92.050 g/mol. The HOMO-LUMO gap (alpha / beta) is 8.8 / 6.6 eV.

three) Formula: C2H4O4
Source: OMol25
Level of theory: ωB97M-V/def2-TZVPD

Positions of all 10 atoms, in Å:
O 1.3042 -1.5628 0.3649
H -2.2656 -0.5825 -0.3891
O 0.2649 -1.1571 -0.4823
H -2.1187 1.1955 0.1025
C -1.6544 0.2508 -0.1059
C -0.3473 0.1104 0.0030
O 1.7533 1.0824 -0.1480
O 0.4833 1.0543 0.4791
H 1.6873 1.7510 -0.8497
H 0.8931 -2.1418 1.0255

The HOMO energy is -9.6437 eV. As for the molecular weight: 92.050 g/mol. The HOMO-LUMO gap is 10.4 eV.

Which of them is most stable, and which least? Most stable: one); least stable: two).

one) Formula: C2H4O4
Source: OMol25
Level of theory: ωB97M-V/def2-TZVPD

Positions of all 10 atoms, in Å:
O -6.8145 0.6572 3.5190
O 3.9863 -2.2683 -0.3666
H 2.4787 -3.0764 -1.6500
H -5.1873 -0.5681 2.2844
C -5.9115 -0.0860 4.0404
O 2.2701 -3.5054 0.2921
H -5.7387 -0.4425 5.0751
H 2.6386 -3.3860 1.2097
C 2.9763 -2.9184 -0.6727
O -5.0618 -0.7952 3.2460

The HOMO energy is -10.9234 eV. As for the molecular weight: 92.050 g/mol. The HOMO-LUMO gap is 11.6 eV.

two) Formula: C2H4O4
Source: OMol25
Level of theory: ωB97M-V/def2-TZVPD

Positions of all 10 atoms, in Å:
O -0.7190 -7.3170 7.3924
C 4.5900 -7.1352 5.3345
O 5.1819 -6.1489 6.1168
C -1.2506 -8.4217 7.3827
H -2.7096 -9.5697 6.7041
H 5.1423 -6.5501 7.0276
O -2.1382 -8.8081 6.4118
H -1.2121 -9.2055 8.1650
O 4.6259 -7.2036 4.1690
H 3.9784 -7.7605 6.0145

The HOMO energy is -10.9671 eV. As for the molecular weight: 92.050 g/mol. The HOMO-LUMO gap is 11.4 eV.

Which of them is most stable, and which least? Most stable: one); least stable: two).

one) Formula: C5H6F2N2
Source: OMol25
Level of theory: ωB97M-V/def2-TZVPD

Positions of all 15 atoms, in Å:
C -0.6092 0.7679 -0.2346
H 0.2935 1.3689 1.6405
C 0.0698 -1.4508 -0.0776
C -0.8433 1.9058 -1.1415
N -1.0302 2.6894 -1.9550
H 2.1064 -0.7132 0.4059
F -1.8386 0.6591 0.4714
H 1.3978 1.5260 0.1343
N -0.4128 -0.4148 -1.0235
C 1.0761 -0.7576 0.7839
F -1.5106 -1.0802 -1.5880
H 0.9826 -0.9579 1.9348
C 0.6265 0.7897 0.6947
H -0.7838 -1.9718 0.5381
H 0.4759 -2.3606 -0.5835

The HOMO energy is -10.6471 eV. As for the molecular weight: 132.113 g/mol. The HOMO-LUMO gap is 11.3 eV.

two) Formula: C5H6F2N2
Source: OMol25
Level of theory: ωB97M-V/def2-TZVPD

Positions of all 15 atoms, in Å:
H 1.6818 -1.2942 -1.5570
H 2.5810 0.4009 -1.5160
H -2.3318 2.0551 0.6063
C 1.4826 -0.2204 0.3130
N -2.7537 0.0015 0.1964
C -3.4283 -0.9594 0.2240
H 3.1535 -1.0630 -0.6014
H -0.2452 1.7157 0.9327
C 0.0694 -0.0710 0.0576
C 2.2582 -0.5711 -0.9351
F 1.6776 -1.2474 1.2479
C -1.9767 1.0735 0.2250
F 2.0424 0.9068 0.9182
H -3.6180 -1.6977 -0.5567
N -0.5928 0.9706 0.4452

The HOMO energy (alpha / beta) is -8.0632 / -8.0635 eV. As for the molecular weight: 132.113 g/mol. The HOMO-LUMO gap (alpha / beta) is 8.1 / 8.1 eV.

three) Formula: C5H6F2N2
Source: OMol25
Level of theory: ωB97M-V/def2-TZVPD

Positions of all 15 atoms, in Å:
F 1.3883 -0.8418 1.4917
C -0.5824 0.8616 0.8872
C 2.4762 -0.4663 -0.4964
H -0.4659 0.3572 1.7231
H -2.0479 0.8325 -0.9031
H -0.4404 -1.0993 -1.7964
H -2.4095 -0.4065 0.5086
C -1.5652 0.1107 -0.1674
H -0.9243 1.8589 1.1565
H -0.7870 -1.9306 -0.3131
F 0.7830 1.6865 -0.8601
C -0.9449 -1.0224 -0.8061
N 3.3231 -0.7903 -1.1724
C 1.4755 -0.1825 0.3493
N 0.7213 1.0323 0.3989

The HOMO energy (alpha / beta) is -8.6163 / -8.3154 eV. As for the molecular weight: 132.113 g/mol. The HOMO-LUMO gap (alpha / beta) is 8.0 / 8.1 eV.

Which of them is most stable, and which least? Most stable: one); least stable: three).

one) Formula: CH3NOS2
Source: OMol25
Level of theory: ωB97M-V/def2-TZVPD

Positions of all 8 atoms, in Å:
H 1.0808 -0.5015 -0.8637
H -0.5483 0.9402 -0.4492
O -2.8579 0.6600 -0.4307
H 0.8981 -1.1545 0.7859
N -0.3953 0.1361 0.1918
S 2.9280 0.4615 0.2110
S -2.0879 -0.2891 0.4267
C 0.9825 -0.2527 0.1281

The HOMO energy (alpha / beta) is -9.7781 / -8.3138 eV. As for the molecular weight: 109.175 g/mol. The HOMO-LUMO gap (alpha / beta) is 8.6 / 6.0 eV.

two) Formula: CH3NOS2
Source: OMol25
Level of theory: ωB97M-V/def2-TZVPD

Positions of all 8 atoms, in Å:
H -2.1271 1.5100 0.9594
H 2.2357 -0.5634 1.4962
C 1.4194 -0.9911 -0.1463
N 1.3989 -0.4898 0.9455
S 1.1988 -1.4794 -1.5486
H -1.6820 0.5518 -1.5532
O -1.0991 0.9107 -0.8667
S -1.3446 0.5512 0.7137

The HOMO energy is -8.8932 eV. As for the molecular weight: 109.175 g/mol. The HOMO-LUMO gap is 9.4 eV.

Which of them is most stable, and which least? Most stable: two); least stable: one).

one) Formula: C28H77N7O7
Source: OMol25
Level of theory: ωB97M-V/def2-TZVPD

Positions of all 119 atoms, in Å:
H 3.2236 -3.1309 0.2892
H 0.5846 -2.8168 4.4063
C -0.3181 2.8909 -2.9459
H 2.9546 -0.8787 -2.6757
H 1.7318 -2.6259 6.5238
O 1.9299 2.9225 -3.9618
H 1.0650 0.1366 1.5435
H 0.1021 -5.2670 -3.9336
C -1.2825 -5.5065 -0.8440
H 1.4154 -4.0374 -1.0299
H 3.9842 -2.3436 -2.4979
C 0.6541 -2.4639 6.5035
H -0.8123 -1.2739 2.0381
C 0.6587 2.8380 1.6878
H 0.4102 -1.7183 7.2603
C 0.2885 0.0178 0.7878
H 1.1625 -2.4427 -2.9765
H -2.3716 -5.4703 -0.8712
H -0.6844 3.2321 -0.9834
H -1.9409 3.2977 -1.9304
H -3.1166 3.3921 -0.0675
H -0.3166 -1.7823 -4.5684
H 5.6039 -0.5098 3.1208
N -0.4384 -1.2018 1.1026
H 4.6168 0.6442 0.2151
H -8.1213 5.2925 -1.1309
O -0.1089 2.4749 0.5574
C 4.2880 1.1057 1.1463
H 1.5106 -1.0578 -0.6540
C 2.3057 1.5822 -3.7054
H 3.5721 2.9643 5.5761
H 2.6839 1.4128 -2.6972
H -3.3311 -1.5340 2.3154
H 3.3703 0.6183 1.4754
C 1.1192 3.5341 -2.9390
H 6.1611 1.8309 2.0667
O 4.0629 2.7019 3.5504
H -2.1760 2.7546 -4.0758
H 2.0974 -3.9973 -3.2191
H 1.2695 -4.1438 -5.5856
H 2.7057 -4.1142 1.6725
H -4.0947 3.8182 -3.0009
C -3.1656 -1.6807 3.3827
H 3.0482 1.4424 -4.4910
H -1.0713 -3.8850 0.6429
H -4.6672 3.9536 0.5420
H 0.5868 -1.6944 -6.0446
H 0.4473 -0.3753 4.0214
O -7.2216 3.4852 -0.6281
C 0.7309 -3.5560 -4.8423
H -5.0361 1.9680 -0.9593
H 4.0221 2.1316 0.8915
H -3.8055 4.7361 -0.8204
H 1.0899 -5.1583 0.3430
C -1.3356 -2.0137 4.9282
O -1.7809 -1.7076 3.5934
O 1.2384 -3.2329 0.8075
H -0.1855 1.8569 -2.6278
N 0.8957 -0.8315 4.8030
H 1.5791 2.3152 1.9481
H -1.0127 -6.2847 -0.1301
C 0.9596 -0.1236 -0.5454
C -4.9451 2.9665 -1.3868
H 0.6077 -0.2116 5.5466
C -0.6700 -4.1806 -0.3265
C -4.0879 3.7864 -0.3661
H -2.0724 -3.0819 -1.4892
C 0.1710 -2.0636 5.0769
H 1.7003 3.3323 -2.0391
H -4.4711 2.2902 -3.2939
N -1.1065 -3.0521 -1.1954
C 3.1204 2.9161 4.5853
H 0.2004 -3.3925 6.8500
H -0.7313 2.3786 -4.9565
N -4.1564 2.9108 -2.5618
C -6.2902 3.5665 -1.7315
H -8.9892 3.8317 -1.6063
C 1.6896 -3.0944 -3.6734
H 0.0202 2.7813 2.5694
C -0.0361 -2.3612 -5.4483
H -1.1287 4.1216 -4.4536
H 0.9556 3.8751 1.5314
H 1.6569 0.6840 -0.7681
H 2.7630 -2.2872 1.8036
H -1.1359 -2.3053 -0.5161
H -3.6820 -2.5605 3.7666
H -0.9342 -2.5785 -6.0266
C 3.4839 -1.6752 -3.1986
H -3.6806 -0.7762 3.7062
H 4.2217 -1.0805 -3.7372
H 6.9335 -0.0419 2.6039
H -8.9832 4.3050 0.0475
C -0.7093 1.1756 0.8501
N 5.9774 -0.0893 2.2819
C 4.8105 1.4728 3.6941
C 5.3150 1.1683 2.2489
H 4.1289 0.7119 4.0743
H 0.1466 -2.0181 0.9949
H 1.0369 4.6169 -3.0331
C -8.3497 4.2675 -0.8387
H 5.6053 1.6045 4.4284
H -6.0887 4.6214 -1.9178
O 2.7582 -2.3038 -4.2144
H -1.8769 -2.8774 5.3141
C -1.1380 3.0595 -4.2088
N -0.3014 -4.3590 -4.1145
N -0.9733 3.5836 -1.8852
H -1.3427 1.1566 1.7369
H -0.5670 -3.9118 -3.2487
C 0.8377 -4.2046 -0.1208
H -1.6422 -1.2864 5.6799
H -1.4795 1.0177 0.0951
C 2.5815 -3.1551 1.1697
H -6.7813 3.1795 -2.6243
H 2.6549 3.8792 4.3763
H -0.8272 -5.7726 -1.7979
H 1.4688 0.8973 -3.8419
H 0.2259 -0.0517 -1.3483
H 2.3715 2.1241 4.5776

The HOMO energy (alpha / beta) is 0.7231 / -6.3845 eV. The charge is -1. As for the spin multiplicity: 2. As for the molecular weight: 623.966 g/mol. The HOMO-LUMO gap (alpha / beta) is 1.7 / 8.8 eV.

two) Formula: C28H77N7O7
Source: OMol25
Level of theory: ωB97M-V/def2-TZVPD

Positions of all 119 atoms, in Å:
C -2.1315 -4.6473 1.2235
H 2.9318 1.4040 6.0103
C 1.4751 0.0710 0.7416
H -2.5287 5.5826 -1.9119
H -2.2791 -2.8667 0.0695
H -6.9551 -0.9441 -1.6413
H 0.0677 -1.5227 0.3393
H 0.3080 -0.8884 4.6761
H -3.0574 4.1485 -1.1879
H -0.8890 2.2550 -3.6414
H -2.4010 6.3733 0.4581
C 2.8843 -1.5295 5.5045
H 3.9846 -3.7975 -4.1714
H 1.2296 4.6546 -2.1928
H 2.9914 -0.1482 -0.7230
H -8.6304 0.1570 -0.4023
C 2.2021 4.4550 -2.6427
C 2.0263 1.9014 -2.8505
H -4.3436 -0.9738 -3.3638
H 1.6698 3.2781 4.9265
H 5.5049 -5.0969 -2.3195
H -0.2393 -0.3262 5.9029
C -1.1728 -0.6617 -1.8506
N -6.6127 -1.6321 0.2292
H 2.6605 -2.5701 5.7393
H 5.4412 -3.6468 -0.4555
H -7.6498 1.5111 -0.7508
N 6.6196 -3.9496 -3.4248
H -3.0610 -0.6140 1.4624
H 2.9154 -1.4155 4.4209
H -7.4911 0.7309 0.8275
H 3.9530 -1.3262 5.5728
H -4.7692 0.3532 0.0004
H -2.6928 -5.3546 -0.5559
H 2.2045 5.3427 -3.2753
H -5.4177 -2.2146 -2.5884
H 2.2710 -2.0267 -2.0792
H -0.3722 5.4970 -0.7794
N 1.3447 -0.2232 2.1541
H 5.7372 -2.1214 -1.2176
C 2.0354 -3.0357 -2.4177
H 1.9858 1.0102 -3.4768
N 3.0650 3.2771 -4.6231
H 3.4923 -0.5867 0.9130
H 2.8949 5.9790 -0.5140
C -0.5041 3.6054 0.2277
N 0.3969 -1.0737 5.6649
H 0.3675 -0.1912 2.4075
H -2.1497 -6.4768 0.4573
C -3.0762 -1.2821 2.3235
H 4.2714 4.8023 -0.1255
H 2.0204 1.1160 4.5472
C 2.0493 3.2754 -3.6002
H 1.7772 -0.6961 7.1293
C -0.5469 -4.8245 0.9218
H 1.1343 3.3703 -4.1849
C -2.1448 4.6369 -1.5293
H -3.6519 -2.3906 -2.6262
H 3.9634 2.9426 -4.3052
H 1.5027 1.1338 0.5012
H -2.0585 -0.1527 -1.4703
O 1.0462 1.6944 6.2293
H -1.0954 -0.5845 -2.9351
H 4.2871 -2.4354 -3.2384
O 3.1625 -3.8883 -2.2236
H -5.1978 0.7536 -1.7115
H 2.4699 -1.6674 0.0288
C -1.4931 2.6090 -2.8060
C 2.6614 -0.6094 0.2078
C -7.6267 0.5492 -0.2387
C -4.4710 -1.6765 -2.5403
H 1.5248 -2.9984 -3.3800
C 1.7534 -0.5773 6.0460
C -6.6134 -0.5153 -0.6992
C 5.9991 -3.1783 -1.2663
H -0.1829 -5.8415 1.0681
H -1.2267 5.9684 1.3640
H 3.0162 1.8707 -2.3953
H 0.0159 -4.2989 1.6932
H 6.7037 -3.0305 -3.8348
O -1.4941 4.0200 -2.6629
C 0.9094 2.8811 5.5990
H -2.4889 -4.8771 2.2273
H 1.7494 -1.1047 2.4356
H -6.8427 -1.3451 1.1699
H -5.7582 -2.1703 0.2471
H 1.1405 1.9724 -2.2192
H -1.1264 2.7233 0.3789
C 5.5328 -4.0237 -2.5082
H -1.3488 -1.7186 -1.6504
H 0.2074 3.2670 -0.5255
H -4.1287 -1.4917 2.5145
H -0.7123 0.0059 0.5637
C 2.0404 0.9143 5.6182
O -2.2532 -2.4405 2.1361
C 4.2260 -3.5197 -3.1454
C -5.1335 -0.0274 -0.9539
H 0.0013 3.7778 1.1780
H 0.0574 2.7718 4.9280
H -2.5978 -0.9286 3.2369
O 3.3239 4.3249 -1.7107
N -2.7461 -5.6635 0.4043
H 1.3715 -3.4792 -1.6757
H 0.7800 3.6690 6.3410
C 3.2486 4.9488 -0.4727
O -4.1692 -0.9477 -1.3523
H -1.1566 2.1838 -1.8604
O 0.0966 -0.3361 -1.3040
H -2.5213 2.2523 -2.7459
H 7.3072 -3.9586 -2.6851
C -2.6126 -3.1925 1.0547
C -1.1715 4.9042 -0.3346
H -0.2905 -4.5795 -0.1089
H 3.1564 4.2146 -4.9874
H 7.0347 -3.1731 -0.9263
N -1.9068 5.5424 0.7506
C 0.1217 -0.4730 0.0507
H 2.5646 4.4837 0.2372
H -3.6960 -3.2063 0.9359

The HOMO energy (alpha / beta) is 0.7352 / -6.9080 eV. The charge is -1. As for the spin multiplicity: 2. As for the molecular weight: 623.966 g/mol. The HOMO-LUMO gap (alpha / beta) is 1.7 / 9.2 eV.

Which of them is most stable, and which least? Most stable: one); least stable: two).